Entry 1:
2 unconnected molecules or ions with the total composition C23H32N3O7. Source: OMol25; level of theory: ωB97M-V with the def2-TZVPD basis set.

Output
M (g mol⁻¹): 462.52
E_HOMO (eV): -3.0
Total charge: -1

Geometry (Å):
H -2.7510 0.6931 0.6477
H -2.5700 2.3865 5.0994
H 6.3837 6.3013 -2.1919
H -4.0890 -2.1537 -0.7807
H -1.6698 -3.2725 -3.1788
C -1.2216 -6.8655 1.6687
H -1.2153 1.8299 6.0502
C 3.2842 4.0246 -1.5213
H 6.3362 3.9353 -3.0138
N 0.5746 1.5085 -1.8259
H -2.9168 -2.0491 -3.5274
H 4.5319 7.1152 -0.7250
O 0.6132 -3.1460 0.8095
C 5.5393 5.6573 -1.9595
C 4.3985 3.5292 -2.2187
H -2.3237 0.6378 5.3842
C -2.4999 -2.6940 -2.7397
H 1.7912 0.0900 1.5818
O -1.3855 -4.7179 0.7181
C 5.5054 4.3439 -2.4461
H 4.3640 2.5099 -2.5939
O -3.3092 -3.9744 -0.1047
C -2.1127 -3.7746 0.0781
H 1.2880 3.6319 -0.9300
H 1.9862 -1.6663 1.8842
H -0.7074 2.6033 3.6505
C -2.1429 -5.9230 0.9591
H -3.4066 1.7392 -1.3918
H -1.4172 -1.0154 -1.8119
H 3.3725 -0.6907 1.3267
C -2.3841 1.7820 -1.7923
H -3.0373 -5.6844 1.5596
C -2.0869 -1.8416 -1.5042
H -1.7716 -7.7170 2.0577
C -1.8279 1.5927 5.1783
C -1.3801 -2.5903 -0.4063
H -3.8211 -0.5501 -1.5729
C -0.9151 1.1417 1.6671
C -0.0144 -2.4139 0.0525
H 2.3067 -0.4147 -0.8888
C -1.3757 1.5212 -0.7206
H -0.0283 1.0142 4.1444
C 1.9549 -1.1772 -0.1799
H 2.5322 5.6731 -0.3279
O -1.6203 0.9315 2.8352
C 3.3568 5.3095 -0.9442
O 0.2261 1.6033 1.7200
H -0.4730 -7.2340 0.9754
H -2.2454 2.7832 -2.2190
O 2.7138 1.2953 -2.5321
N -0.0916 1.9858 -0.8507
H -3.1833 -0.8816 0.0515
H -2.2892 1.0693 -2.6226
H -3.2917 -3.3777 -2.4088
C -3.3956 -1.3166 -0.9204
N 2.1171 3.2688 -1.4150
H -2.4571 -6.3440 -0.0068
C 4.4745 6.1226 -1.1620
C -0.9548 1.5706 3.9484
C 1.9020 2.0252 -1.9519
O 0.5398 -1.2803 -0.4582
H -0.7131 -6.3830 2.5028
C -1.7148 0.8983 0.4726
H 2.4296 -2.1464 -0.4282
C 2.2885 -0.8290 1.2502

Forces on the atoms, in the same order (eV/Å):
-0.066 -0.260 -0.015
-0.230 -0.144 -0.003
-0.118 -0.091 0.168
0.152 0.447 -0.101
-0.207 0.226 0.247
0.257 -0.225 0.180
0.091 -0.001 -0.063
0.816 0.524 -0.055
-0.068 0.142 0.058
-2.240 0.531 1.677
0.045 -0.054 0.098
-0.134 -0.135 -0.052
0.424 0.319 0.004
-0.430 -0.283 0.237
-0.012 0.063 -0.054
0.093 0.148 -0.198
0.369 0.082 0.090
0.175 -0.245 -0.142
-0.435 -1.116 0.359
-0.376 0.427 0.329
0.078 0.381 0.065
-0.648 -0.412 -0.146
1.083 1.756 -0.765
0.730 -0.100 -0.115
0.089 0.233 0.003
0.119 -0.462 0.141
0.003 0.774 0.042
0.455 -0.157 -0.083
-0.369 -0.306 0.015
-0.022 0.027 0.049
-0.193 0.171 -0.503
0.280 -0.137 -0.310
0.044 0.008 0.094
-0.142 -0.223 0.040
-0.317 -0.045 0.104
0.488 -2.210 0.984
-0.346 0.038 -0.048
1.689 0.282 1.083
-2.201 -0.914 -0.589
-0.022 -0.287 0.271
-1.837 -1.915 2.579
-0.145 0.284 -0.113
-0.096 -0.179 -0.735
0.162 -0.094 -0.201
0.304 0.648 -0.632
0.106 -0.074 -0.160
-1.686 -0.649 -0.397
0.264 -0.065 -0.017
0.116 -0.122 0.113
-1.363 1.522 0.907
2.762 -0.056 -2.477
-0.367 -0.287 -0.092
0.043 0.055 0.227
0.286 -0.003 -0.215
-0.281 0.498 -0.179
-0.882 -0.591 -0.027
-0.154 0.126 0.272
0.244 -0.705 -0.510
0.353 -0.235 0.017
1.805 -0.720 -0.479
1.332 0.656 0.151
-0.016 0.094 -0.022
0.374 2.509 -1.428
-0.204 0.454 0.018
-0.026 0.076 0.301

=====

Entry 2:
A molecular structure, C23H32N6O3. Source: OMol25; level of theory: ωB97M-V with the def2-TZVPD basis set.

Output
M (g mol⁻¹): 440.55
E_HOMO (eV): -7.0
Total charge: 0

Geometry (Å):
H 3.8378 -4.1445 0.3914
C 1.4334 -2.3808 -0.2189
H 2.9619 -3.1826 -1.7048
H -1.9589 2.7383 0.2780
C 1.1738 -0.1571 0.8291
C -4.1656 1.3742 -0.0745
C 1.9398 0.5547 -0.4313
C 2.3832 -2.0514 1.7717
H -8.0229 2.1985 -0.5972
H -4.9301 -3.4849 -1.0078
H -6.8753 -3.6386 -0.2195
C -5.6909 -3.1612 -0.1030
H 1.2342 -3.3620 -0.1929
C 2.8742 -2.6253 -1.0458
C -1.1979 -0.7902 0.5376
H 5.8981 2.5729 0.5873
H 2.2676 -3.0950 1.9677
C -5.2185 0.4624 -0.1883
H -0.9724 -1.8926 0.3537
H 4.1095 2.4954 2.4653
H -6.3313 2.4262 -1.2908
H 4.2994 -1.2148 0.9550
H 5.3935 1.9952 -1.1391
H 6.2785 -3.5172 0.0717
N 1.6000 -1.7564 0.9285
H -5.2735 -3.4896 0.7019
C 3.8086 2.2888 0.3402
H 5.7796 -2.2316 -0.9539
H 3.6884 0.8074 2.3534
N 2.2971 1.1070 -2.7627
C -0.0788 0.1858 0.4793
H 4.8227 -2.4125 1.8367
C -0.4468 1.3394 0.6081
H 3.6243 3.7724 -0.9411
H 5.5124 0.7490 0.3255
O -5.7936 -1.6805 -0.2269
H -4.3525 2.3973 -0.1053
C 5.1574 1.7922 0.1522
C -2.9160 0.7944 0.3923
O 0.3070 2.3365 0.8074
H 2.3341 2.2025 2.1659
H 3.2696 -1.6810 -1.5435
N -1.8771 1.7881 0.5063
C -6.9000 2.2996 -0.3209
H 1.7780 0.1891 1.8969
H -3.2772 -2.4304 0.2372
C 3.5090 1.8318 1.6648
C -2.5834 -0.5352 0.3109
O -6.4321 0.6990 -0.2799
C 3.9676 -2.0465 1.0589
C -3.5502 -1.5512 -0.0342
H 2.4815 -1.4396 2.5659
N 1.4783 0.2563 -1.5478
H 5.5569 -3.9350 -1.4651
N 3.2172 1.6347 -1.8642
H 2.3585 3.6371 0.2567
C -4.8178 -0.9896 -0.0813
C 5.2931 -3.0498 -0.7249
C 3.4699 3.6363 0.1123
H -6.5884 2.7164 0.6284
H 0.8204 -1.9900 -1.1305
H 4.0646 4.4447 0.7791
N 2.9668 1.1584 -0.5546
C 3.9480 -3.2072 -0.0238

Forces on the atoms, in the same order (eV/Å):
-0.694 -1.926 0.756
2.427 -0.423 -8.704
-0.494 -9.822 -11.374
-0.412 1.203 -0.122
10.307 -2.494 1.891
-0.460 -3.724 1.271
-6.295 -5.531 2.752
12.956 -5.364 5.453
2.087 0.287 1.065
-2.244 0.534 1.954
3.816 1.648 0.159
-3.861 1.406 -8.284
-1.638 -3.962 1.138
-0.237 9.458 11.642
1.428 -0.923 -2.302
-1.076 -1.503 -0.327
0.209 -1.169 1.302
6.728 -0.304 1.194
0.171 1.527 0.853
-0.821 -0.925 -1.962
-0.613 1.300 1.472
3.386 10.379 -2.982
-0.417 -0.777 3.735
-2.830 1.304 -1.475
-13.360 11.000 -8.099
2.394 -1.405 5.421
-0.352 -7.327 0.994
1.256 4.718 -1.567
-0.158 1.968 -3.235
1.987 -0.610 10.024
-6.571 -14.256 0.813
-2.012 0.410 -0.945
-5.267 16.581 1.105
0.294 0.898 -0.508
-0.989 0.914 0.278
-8.321 -7.454 -0.115
0.101 1.587 0.012
5.449 2.442 -5.329
0.792 5.381 -2.556
0.037 -0.700 -0.162
3.220 -1.144 -2.100
-0.314 -0.636 1.283
1.337 -6.245 0.603
-0.020 -4.392 -2.891
-2.626 -0.360 -3.127
1.034 -5.972 1.083
-3.202 1.099 10.764
2.309 0.045 0.695
-5.767 2.762 -0.206
-2.943 -13.392 5.674
-1.349 8.790 0.301
-0.185 1.666 3.086
-3.144 -0.339 -7.529
-1.015 2.046 0.608
-3.521 -2.813 -3.031
0.820 0.785 0.196
5.771 3.000 -0.381
2.439 -9.663 2.607
-1.243 3.606 -0.027
-0.054 0.303 -0.253
0.497 0.153 2.542
-1.474 -2.150 -1.515
11.482 10.689 -1.944
1.244 7.813 -1.673

=====

Entry 3:
A molecular structure, C23H32N6O4SSb2V. Source: OMol25; level of theory: ωB97M-V with the def2-TZVPD basis set.

Output
⟨S²⟩: 0.763
Multiplicity: 2
M (g mol⁻¹): 783.08
E_HOMO (alpha / beta) (eV): -7.0 / -6.4
Total charge: 0

Geometry (Å):
H 3.4199 4.1166 0.3565
C 3.9001 -2.9556 -0.0850
C 2.3392 -2.2046 -2.7166
C 0.7189 -2.9896 1.0506
V -0.0269 -0.8264 -0.6748
H 3.2634 -3.7821 0.2167
H -7.2836 1.0177 1.1862
H 2.8169 1.8781 -2.4467
C -5.8524 0.2836 2.6049
H 0.0463 2.4950 1.7700
H 1.7033 -3.0753 -2.5714
H -4.2093 -0.4893 3.7579
C 2.6394 2.4137 -1.5170
C -3.5929 0.1210 1.8000
C -6.2440 0.7769 1.3540
C -3.9911 0.6575 0.5888
N -0.0402 -0.8936 1.9590
H -6.4911 -0.3338 4.4432
H -1.0627 -3.7972 -3.1005
C 0.9514 2.6449 1.1912
N -1.7872 -0.1609 -0.9662
C 3.7223 2.2027 -0.5389
H -7.7268 0.2706 3.4321
O 0.2490 -2.6578 -0.0797
H -0.8222 -1.1421 2.5681
C 4.9189 3.0302 1.4059
C 3.9759 3.1924 0.4103
H 0.1116 3.5543 -2.7794
H -5.0421 -2.9656 -1.6704
H 1.8199 2.1990 1.6771
C 5.4503 0.8864 0.5086
C -3.9944 -2.7340 -1.8222
S -2.6652 1.1108 -0.5010
Sb 0.6382 1.7679 -0.7693
H 3.2875 -2.4970 -3.1698
H 1.2103 -2.2661 2.8800
C 5.6549 1.8597 1.4657
H 1.1193 3.7095 1.0466
Sb 2.6573 -1.3161 -0.7743
H -0.1688 4.3222 -1.1923
H 6.0427 -0.0177 0.5321
N -3.6130 -1.5586 -1.3528
H -3.4476 -4.5865 -2.7880
C -4.5128 -0.0752 2.8060
H -5.6073 1.3695 -0.6100
H 5.2050 -0.7004 -1.5162
O -1.7539 1.8660 0.3455
H -1.3771 3.2102 -1.8545
C -2.3196 -1.2527 -1.5021
H 6.3843 1.7071 2.2472
O 1.0694 -4.0973 1.4068
H 4.5565 -3.2702 -0.8953
O -3.1560 1.8139 -1.6522
H 5.0804 3.8108 2.1342
C -5.3162 0.9721 0.3501
N 0.9515 -1.9053 1.9595
C 4.3256 -0.0650 -1.4715
C -1.8069 -3.1949 -2.5897
C -3.1239 -3.6180 -2.4461
H -2.5469 -0.1179 1.9298
H 0.3608 -0.0046 2.2518
N -6.7453 0.2156 3.6404
C -0.3165 3.4215 -1.7847
H 2.5283 3.4744 -1.7297
N -1.4029 -2.0225 -2.1421
C 4.5081 1.0380 -0.5047
H 4.5026 -2.6369 0.7624
H 4.0965 0.2903 -2.4718
H 1.8201 -1.4875 -3.3553

Forces on the atoms, in the same order (eV/Å):
-0.118 0.102 0.007
-0.309 0.336 0.156
0.043 0.042 0.105
0.521 -0.256 1.649
0.673 -0.481 1.252
-0.058 -0.049 0.057
-0.090 0.081 -0.031
-0.063 0.082 -0.142
0.245 0.100 -0.253
-0.040 0.000 0.065
-0.014 -0.089 -0.061
0.039 0.006 0.068
-0.502 -0.321 -0.092
-0.060 -0.060 0.102
0.060 -0.070 0.079
0.581 0.016 -0.317
0.265 0.272 -0.641
-0.114 0.001 -0.043
-0.037 -0.035 0.102
-0.094 -0.195 -0.490
-1.120 1.533 0.369
0.467 -0.007 0.304
0.029 -0.063 0.037
-0.366 -0.234 -0.659
0.220 0.131 -0.222
0.038 0.058 0.086
0.134 -0.002 -0.048
0.030 -0.065 0.093
-0.032 -0.139 -0.108
-0.048 0.033 -0.039
0.065 0.025 0.004
0.134 -0.175 -0.110
-0.421 1.105 0.413
1.281 1.406 0.128
-0.043 -0.020 0.006
-0.237 0.112 -0.346
0.018 -0.019 0.112
0.047 0.068 0.129
1.588 -0.188 -1.558
0.104 0.004 0.048
0.076 -0.116 0.002
0.258 0.236 0.016
-0.022 -0.045 -0.091
-0.074 -0.037 -0.083
-0.026 0.060 -0.079
0.056 -0.119 -0.027
-0.170 -0.263 0.113
-0.003 0.105 -0.127
-1.379 -1.897 -1.277
0.089 0.010 0.050
0.073 -0.222 -0.025
-0.087 0.144 -0.095
-0.582 -0.436 -0.028
0.007 0.098 0.048
0.116 -0.050 -0.110
-0.133 -0.414 0.445
-0.588 -0.305 0.134
-0.314 -0.309 -0.129
0.136 0.090 0.068
-0.019 -0.001 0.142
-0.058 -0.246 -0.003
-0.192 -0.067 0.256
0.019 -0.421 0.117
-0.102 0.056 -0.081
0.075 0.895 0.303
0.083 0.308 0.274
-0.013 0.025 0.068
-0.091 -0.075 -0.123
0.054 -0.051 0.032

=====

Entry 4:
7 unconnected molecules or ions with the total composition C23H32O21. Source: OMol25; level of theory: ωB97M-V with the def2-TZVPD basis set.

Output
Structure (SMILES): C[C@H]1COC(=O)O1.C[C@H]1COC(=O)O1.O=C1OCCO1.O=C1OCCO1.O=C1OCCO1.O=C1OCCO1.O=C1OCCO1
M (g mol⁻¹): 644.49
E_HOMO (eV): -10.3
Total charge: 0

Geometry (Å):
H 1.2911 2.0700 1.1845
H 1.7823 5.3124 -3.7478
O -1.3939 -1.0635 1.2260
C 0.2385 -1.1705 -4.3756
O 2.1414 -3.2085 -2.4058
H -0.8907 -0.2531 -2.1129
O 0.6388 -0.7975 0.3164
C -0.8280 -1.8742 -3.5170
C -6.1415 -3.3669 0.7604
O 1.9692 0.1890 3.5869
H -3.7192 4.1636 1.3712
O -0.6234 3.7919 -3.3865
H 4.7464 -2.0874 1.2445
H -2.2412 -1.4423 -1.9508
C 2.2046 -0.8518 4.5397
H -3.4835 -4.3498 0.4814
C 4.1102 -2.9119 0.9321
C -1.5866 -0.9051 -2.6351
C 0.6933 1.5377 0.4477
C 1.4743 0.3221 -0.0322
C -4.1312 -2.3051 0.4879
H -2.2755 -0.3072 -3.2365
H 4.5661 -3.7453 -1.0763
O 1.3844 3.7700 -2.4647
C -1.7740 3.7138 2.1753
O 0.3291 1.8294 -2.8656
C -0.3132 5.1775 -3.2485
C -3.4342 1.7273 -0.1318
H -2.1368 3.5167 3.1852
O 3.6003 -5.9652 2.3792
C -3.9413 -3.6499 1.1872
O -0.4617 0.9756 1.0754
C 1.2646 -2.5858 -2.9162
C -2.8481 3.5489 1.1422
C 3.9090 -5.0498 1.6958
O -5.5242 -2.3602 0.1027
H 0.1415 -0.0875 -4.2846
O -2.8773 2.6033 -1.0092
H 4.2788 -1.4145 5.1012
H -3.9176 -1.4147 1.0690
H 1.4457 5.7826 -2.0304
H 3.6704 -0.0272 5.9942
O 3.8504 -3.7520 2.0733
O 4.1484 0.2812 3.9866
H 1.4512 -0.8024 5.3193
H -0.9516 5.6063 -2.4785
C 3.1361 0.7916 3.2720
H 0.4062 2.1663 -0.3887
H -0.4437 5.6756 -4.2029
C 1.1831 5.1320 -2.8560
H -1.5154 4.7795 2.1990
H -0.9131 3.0855 1.9950
H 1.6980 0.3416 -1.1005
C 3.6204 -0.5518 5.0394
O 4.3827 -5.1572 0.4340
H -3.2775 -3.6183 2.0454
C -2.3870 3.7390 -0.3106
O -7.3040 -3.6032 0.7039
H -1.2995 3.7377 -0.4340
C 4.8124 -3.8639 -0.0268
H 2.4275 0.1256 0.4523
O 1.4782 -1.6527 -3.8730
H 2.1859 -1.8263 4.0550
O -3.3204 2.1864 1.1260
H -2.7586 4.6843 -0.7098
C 0.3488 3.0128 -2.9046
H -3.5908 -2.2402 -0.4517
O -0.0513 -2.7828 -2.7184
H -1.5108 -2.4204 -4.1686
H 5.8975 -3.8499 0.1006
H 0.1947 -1.3553 -5.4513
O -5.2604 -4.0614 1.5133
O -3.8324 0.6499 -0.4196
C -0.4967 -0.3645 0.9042
H 3.1431 -2.5920 0.5532
O 3.2114 1.6622 2.4640

Forces on the atoms, in the same order (eV/Å):
-0.238 0.224 0.008
0.255 0.173 0.217
-0.463 -0.351 0.328
-0.348 0.434 -0.381
0.066 0.131 0.455
-0.116 0.046 0.140
-0.255 0.225 -0.354
0.018 0.568 -0.374
0.136 0.428 -0.032
-0.004 -0.096 0.067
0.067 0.155 -0.032
-0.622 -0.077 -0.345
-0.155 0.093 -0.017
0.257 -0.007 0.240
0.425 -0.266 0.253
-0.272 -0.200 0.077
-0.088 -0.428 0.010
-0.397 -0.379 -0.180
0.674 -0.309 0.263
0.486 -0.749 -0.184
-0.327 -0.152 -0.526
0.268 0.170 -0.097
-0.246 0.030 0.020
-0.131 -0.047 0.108
-0.229 0.800 0.550
-0.094 -0.509 0.092
0.796 -0.201 0.378
1.071 -0.189 0.408
-0.169 -0.242 -0.125
-0.116 -0.240 0.290
0.831 0.193 -0.678
-0.172 0.110 -0.171
-0.138 -0.300 -0.773
-0.101 -0.809 -0.201
0.202 0.076 -0.434
-0.048 -0.167 0.403
0.382 -0.044 0.377
-0.550 0.327 -0.117
-0.219 -0.157 -0.015
-0.201 -0.049 0.162
0.109 0.065 -0.029
-0.132 0.220 -0.145
0.111 0.248 0.011
0.013 0.215 0.189
-0.048 0.028 -0.032
-0.046 0.046 -0.046
-0.446 -0.107 0.186
-0.171 0.071 0.078
-0.246 0.015 -0.006
-0.525 -0.177 -0.412
0.335 -0.150 -0.146
0.124 0.023 -0.142
-0.474 -0.118 -0.061
0.302 -0.062 -0.201
-0.235 0.200 -0.001
-0.355 0.126 0.319
0.355 0.226 0.116
-0.168 -0.060 -0.038
0.015 0.017 0.305
0.403 -0.382 0.286
0.004 0.473 0.338
0.044 0.244 0.326
-0.226 0.041 -0.183
-0.334 0.219 0.051
-0.220 -0.245 -0.296
0.516 0.787 0.010
0.277 0.029 0.179
0.037 0.025 -0.009
0.049 -0.363 0.301
-0.009 0.208 -0.065
-0.072 -0.492 0.127
0.113 -0.140 0.171
-0.391 -0.050 -0.311
0.705 0.232 -0.354
0.003 0.267 -0.138
0.342 0.103 -0.185